(1)
Computed, not measured: a structure of composition C19H27IrN5O4P, with ωB97M-V/def2-TZVPD.

* <S²>: 6.030
* charge: +2
* relative energy (zero: lowest compared OMol25 entry of this formula, charge and spin): 22.7 kcal/mol
* LUMO (alpha / beta): -0.195 / -0.268 hartree
* spin multiplicity: 5

Atoms and positions in Å:
Ir (-0.242, -0.255, 0.292)
C (-3.739, -2.685, -0.780)
C (-2.996, -1.381, -0.709)
O (-1.754, -1.335, -1.047)
C (-3.708, -0.245, -0.327)
C (-3.200, 1.045, -0.152)
C (-4.146, 2.189, -0.004)
N (-1.888, 1.290, -0.080)
N (-1.509, 2.528, 0.057)
C (-0.232, 2.748, 0.392)
O (0.505, 1.797, 0.773)
C (0.268, 4.112, 0.289)
C (-0.591, 5.178, -0.004)
C (-0.072, 6.442, -0.189)
C (1.297, 6.664, -0.090)
C (2.151, 5.613, 0.222)
C (1.645, 4.344, 0.413)
H (-3.079, -3.518, -0.999)
H (-4.508, -2.638, -1.549)
H (-4.243, -2.875, 0.167)
H (-4.770, -0.372, -0.196)
H (-5.173, 1.853, -0.095)
H (-3.936, 2.935, -0.772)
H (-3.999, 2.677, 0.960)
H (-1.653, 5.002, -0.080)
H (-0.724, 7.267, -0.427)
H (1.697, 7.653, -0.262)
H (3.215, 5.782, 0.294)
H (2.300, 3.515, 0.641)
N (-0.342, -3.230, -2.016)
C (-0.279, -4.301, -1.012)
P (0.636, -3.494, 0.406)
O (1.942, -3.043, -0.091)
O (-0.248, -2.479, 1.128)
C (0.745, -4.841, 1.728)
N (0.755, -4.037, 2.969)
H (0.595, -2.807, -2.073)
H (-1.033, -2.418, -1.630)
H (-0.645, -3.540, -2.943)
H (0.312, -5.143, -1.378)
H (-1.278, -4.653, -0.758)
H (1.646, -5.443, 1.629)
H (-0.126, -5.496, 1.713)
H (0.175, -3.191, 2.692)
H (1.708, -3.720, 3.180)
H (0.367, -4.510, 3.790)
C (4.626, 0.344, -0.395)
C (3.869, 0.377, -1.554)
C (2.517, 0.081, -1.479)
N (1.917, -0.236, -0.338)
C (2.647, -0.281, 0.775)
C (4.000, -0.001, 0.793)
H (5.677, 0.587, -0.412)
H (4.314, 0.624, -2.505)
H (1.909, 0.108, -2.372)
H (2.137, -0.542, 1.694)
H (4.546, -0.051, 1.720)



(2)
Computed, not measured: a cluster of 9 separate species, C5H27N3O8 in total, with ωB97M-V/def2-TZVPD.

* charge: +2
* relative energy (zero: lowest compared OMol25 entry of this formula, charge and spin): 87.4 kcal/mol
* LUMO: -0.197 hartree

Atoms and positions in Å:
C (0.046, -2.587, -0.411)
C (0.710, -2.474, 1.045)
C (1.583, -1.324, 1.191)
C (2.796, -1.060, 0.444)
N (3.109, 0.314, 0.784)
C (2.240, 0.774, 1.710)
N (1.279, -0.245, 1.964)
N (-0.774, -1.286, -0.842)
H (0.952, -2.682, -0.982)
H (-0.753, -3.319, -0.557)
H (0.024, -2.405, 1.999)
H (1.313, -3.456, 1.018)
H (3.316, -1.766, -0.162)
H (3.755, 0.926, 0.410)
H (2.383, 1.578, 2.371)
H (0.386, 0.085, 2.493)
H (-0.197, -0.568, -1.278)
H (-1.532, -1.558, -1.630)
H (-1.322, -0.926, -0.047)
H (0.878, 4.454, 2.649)
H (0.346, 3.892, 1.348)
O (0.400, 3.734, 2.241)
H (-4.038, 1.872, -2.334)
H (-3.854, 0.576, -2.941)
O (-3.875, 0.942, -2.149)
H (-0.517, -3.757, -3.862)
H (-1.079, -2.548, -4.434)
O (-0.846, -2.972, -3.684)
H (-2.718, 3.470, -0.792)
H (-1.637, 4.635, -0.814)
O (-1.770, 3.758, -0.715)
H (0.023, 3.107, -0.904)
H (-0.509, 2.187, 0.071)
O (0.147, 2.203, -0.667)
H (3.480, -2.125, -2.208)
H (2.758, -1.038, -3.032)
O (2.571, -1.725, -2.270)
H (-1.798, -0.274, 2.024)
H (-1.538, -0.041, 3.563)
O (-1.166, -0.363, 2.753)
H (-3.077, 0.880, -0.037)
H (-3.789, 0.270, 1.381)
O (-3.060, 0.308, 0.673)



(3)
Computed, not measured: a cluster of 2 separate species, C2H2FNO2 in total, with ωB97M-V/def2-TZVPD.

* SMILES: C=C=O.O=NF
* relative energy (zero: lowest compared OMol25 entry of this formula, charge and spin): 106.1 kcal/mol
* LUMO: -0.044 hartree

Atoms and positions in Å:
C (1.083, -0.135, -0.562)
C (0.823, -1.146, 0.200)
N (-1.186, 0.852, 0.819)
O (0.602, -1.968, 0.985)
O (-1.428, 1.828, 0.286)
F (-2.019, -0.167, -0.085)
H (0.834, -0.105, -1.631)
H (1.291, 0.841, -0.012)



(4)
Computed, not measured: the ion C7H9N4 with charge +1, with ωB97M-V/def2-TZVPD.

* SMILES: Cc1nc2[nH]ccc(=[NH2+])c2[nH]1
* charge: +1
* relative energy (zero: lowest compared OMol25 entry of this formula, charge and spin): 0.0 kcal/mol
* LUMO: -0.133 hartree

Atoms and positions in Å:
C (-0.103, -1.205, 2.196)
C (1.022, -0.502, 2.503)
C (-0.285, -0.160, 0.131)
C (-0.883, -0.980, 1.089)
C (0.963, 0.382, 0.402)
C (0.440, 1.061, -1.636)
C (0.360, 1.573, -3.026)
N (1.482, 1.068, -0.825)
N (-0.555, 0.224, -1.148)
N (1.593, 0.217, 1.553)
N (-2.145, -1.492, 0.932)
H (-0.526, -1.826, 2.859)
H (1.617, -0.700, 3.491)
H (1.313, 2.183, -3.130)
H (0.101, 0.739, -3.725)
H (-0.456, 2.270, -3.244)
H (-1.410, 0.047, -1.664)
H (2.583, 0.669, 1.539)
H (-2.557, -1.958, 1.781)
H (-2.554, -1.611, -0.080)